13
Properties=species:S:1:pos:R:3 method="wB97M-V/def2-TZVPD" homo_energy_ev=-9.05 de_lowest_kcal_mol=42.6 total_energy_ev=-21769.736 gap_ev=8.6802 lumo_ha=-0.0137 mol_weight_da=136.2
H 1.3329 -0.1270 2.2834
H -1.5767 -2.1211 -0.8852
H 0.4227 1.3559 1.8944
S -0.0174 -2.0387 1.0184
N -0.1204 0.0518 -0.6269
H -1.6179 0.6266 -1.9470
C 1.0503 0.5041 1.4557
C 0.2428 -0.4658 0.5663
H 1.1699 1.4219 -0.9111
O 0.1724 1.3649 -0.8666
F 2.1611 0.9698 0.8413
N -1.9200 -1.3111 -1.4732
C -1.2997 -0.2314 -1.3495